19
Properties=species:S:1:pos:R:3:mulliken_charge:R:1 method="wB97M-V/def2-TZVPD" e_homo_ev=-14.12 e_above_lowest_kj_mol=105.0 homo_lumo_gap_ev=11.164 smiles=CNCC[NH2+]C max_force_ev_per_a=1.44 charge=+1
C -0.197 2.310 -0.783 -0.9616
N -0.086 0.861 -1.050 -0.4412
C -1.122 0.105 -0.372 -0.4494
C -0.567 -0.328 0.982 -0.7910
N 0.883 -0.734 0.771 -0.0822
C 1.124 -2.143 0.331 -0.8377
H -1.031 2.736 -1.353 0.3585
H 0.691 2.856 -1.067 0.3037
H -0.402 2.478 0.269 0.3257
H -0.238 0.782 -2.054 0.2515
H -1.404 -0.765 -0.965 0.4183
H -2.059 0.627 -0.154 0.3342
H -1.067 -1.173 1.455 0.3796
H -0.552 0.409 1.778 0.3886
H 1.109 -0.108 -0.023 0.4269
H 1.442 -0.496 1.584 0.3800
H 2.064 -2.483 0.751 0.3655
H 1.110 -2.159 -0.755 0.3127
H 0.301 -2.777 0.656 0.3180



19
Properties=species:S:1:pos:R:3:mulliken_charge:R:1 method="wB97M-V/def2-TZVPD" e_homo_ev=-14.58 e_above_lowest_kj_mol=566.9 homo_lumo_gap_ev=6.857 max_force_ev_per_a=4.78 charge=+1
N -0.447 -2.157 -1.095 -0.5384
C 0.349 0.684 -1.067 -0.3334
C -1.112 0.975 -1.443 -1.1299
C 0.373 -0.214 0.166 -0.0522
N -0.207 0.154 1.403 -0.2090
C 0.835 0.796 2.215 -0.8494
H 0.714 0.164 -1.948 0.3323
H 0.222 -2.840 -1.460 0.2778
H -1.078 -2.595 -0.419 0.3198
H 0.952 1.557 -0.809 0.3252
H -1.667 0.059 -1.645 0.3076
H -1.658 1.413 -0.599 0.3467
H -1.309 1.650 -2.273 0.3621
H 1.389 -0.635 0.273 0.4212
H -0.168 -1.233 -0.363 0.0781
H -0.554 -0.703 1.830 0.3156
H 1.300 1.617 1.674 0.3356
H 1.698 0.148 2.433 0.3624
H 0.370 1.160 3.127 0.3277



20
Properties=species:S:1:pos:R:3:mulliken_charge:R:1 method="wB97M-V/def2-TZVPD" e_homo_ev=-2.87 e_above_lowest_kj_mol=51.4 homo_lumo_gap_ev=7.133 max_force_ev_per_a=0.28 charge=-1
C 0.931 -2.170 -0.545 -0.5593
O 0.372 -0.942 -0.612 -0.7674
C -0.066 -3.272 -0.126 -1.0132
H 1.783 -2.225 0.172 0.2107
H 1.366 -2.509 -1.517 0.2327
H 0.428 -4.239 0.031 0.3733
H -0.830 -3.367 -0.895 0.2362
H -0.558 -2.968 0.797 0.2338
N -0.635 1.470 -1.579 -0.8155
C -0.048 2.161 -0.437 -0.3529
C -0.731 1.706 0.833 -0.2937
N -0.098 2.328 2.015 -0.6861
H -0.359 0.481 -1.481 0.4624
H -0.194 1.806 -2.425 0.2214
H -0.133 3.249 -0.548 0.3948
H 1.027 1.940 -0.310 0.2095
H -1.779 1.989 0.809 0.3488
H -0.678 0.609 0.831 0.0948
H -0.614 2.057 2.845 0.2311
H 0.815 1.896 2.144 0.2386



20
Properties=species:S:1:pos:R:3:mulliken_charge:R:1 method="wB97M-V/def2-TZVPD" e_homo_ev="-8.27 / -8.17" e_above_lowest_kj_mol=176.1 homo_lumo_gap_ev="9.163 / 5.990" spin_multiplicity=2 max_force_ev_per_a=2.95 charge=0
C 0.694 1.257 1.477 -0.6827
N 1.477 1.232 0.235 -0.1926
C 1.801 -0.190 -0.126 -0.7034
C 0.714 1.850 -0.821 -0.7481
H 1.296 0.811 2.313 0.2765
H -0.241 0.613 1.324 0.2075
H 0.381 2.314 1.702 0.2859
H 2.500 -0.269 -0.943 0.3569
H 2.358 -0.570 0.734 0.2881
H 0.869 -0.797 -0.212 0.1657
H 1.377 1.719 -1.708 0.3053
H 0.695 2.944 -0.729 0.3328
H -0.305 1.429 -0.959 0.2431
N -1.374 -2.431 -0.701 -0.5919
C -1.854 -1.306 0.180 -0.2293
O -1.248 -0.143 -0.175 -0.3304
H -1.270 -2.079 -1.663 0.2090
H -1.989 -3.255 -0.715 0.2344
H -2.937 -1.321 0.059 0.3293
H -1.595 -1.669 1.199 0.2438



20
Properties=species:S:1:pos:R:3:mulliken_charge:R:1 method="wB97M-V/def2-TZVPD" e_homo_ev=-15.10 e_above_lowest_kj_mol=273.5 homo_lumo_gap_ev=10.858 max_force_ev_per_a=3.95 charge=+1
C 0.403 -0.037 -2.083 -1.1941
C 0.259 -0.992 -0.922 -0.3266
C -1.059 -0.799 -0.035 -0.5668
N 0.858 1.581 0.479 -0.3755
C -0.431 1.580 0.766 -0.1258
N -1.256 0.534 0.675 -0.0572
H 0.167 0.937 -1.787 0.3253
H 1.281 -0.019 -2.760 0.3006
H -0.371 -0.374 -2.730 0.3665
H 1.257 -0.872 -0.403 0.1878
H 0.057 -1.926 -1.426 0.4208
H -1.180 -1.566 0.696 0.3081
H -1.953 -1.029 -0.766 0.3802
H 1.064 2.092 -0.423 0.3418
H 1.440 0.732 0.553 0.2784
H -0.932 2.488 0.754 0.4408
H -2.219 0.672 1.077 0.2784
H 0.838 -1.677 2.401 0.3051
H 0.702 -0.530 3.392 0.3117
O 1.075 -0.794 2.541 -0.5996



20
Properties=species:S:1:pos:R:3:mulliken_charge:R:1 method="wB97M-V/def2-TZVPD" e_homo_ev=-12.51 e_above_lowest_kj_mol=1058.2 homo_lumo_gap_ev=4.764 max_force_ev_per_a=5.58 charge=+1
C -1.903 0.917 -0.770 -1.1754
C -0.360 1.078 -0.611 -0.3550
C 0.083 0.483 0.734 0.2801
C 1.309 -0.254 0.605 -0.1782
N 2.272 0.482 0.074 -0.2737
N -0.718 0.976 1.748 -0.3116
H -2.285 1.370 -1.688 0.3847
H -2.212 -0.128 -0.823 0.3093
H -2.540 1.410 -0.034 0.3542
H -0.038 0.373 -1.380 0.3344
H -0.273 2.154 -0.771 0.2994
H 1.316 -1.346 0.676 0.2323
H 2.919 0.072 -0.690 -0.0187
H 2.794 0.995 0.783 0.3370
H 2.834 -1.198 -1.661 0.1146
H -1.072 0.175 2.240 0.3075
H -0.676 1.951 1.512 0.3439
H -0.113 -3.253 0.744 0.3020
H -0.841 -2.754 -0.589 0.3185
O -0.497 -3.502 -0.098 -0.6052



20
Properties=species:S:1:pos:R:3:mulliken_charge:R:1 method="wB97M-V/def2-TZVPD" e_homo_ev=-12.38 e_above_lowest_kj_mol=296.9 homo_lumo_gap_ev=9.383 max_force_ev_per_a=5.44 charge=+1
C 0.099 -0.197 1.852 -0.5084
C 0.633 1.061 1.040 -0.6830
C -0.155 1.175 -0.202 0.4619
C -1.414 1.691 -0.238 -1.0467
N 0.528 0.887 -1.556 -0.5249
N -0.547 -1.074 0.876 -0.2015
H 1.027 -0.677 2.216 0.3089
H -0.632 0.050 2.645 0.3764
H 1.681 0.936 1.020 0.3891
H 0.496 2.020 1.608 0.3495
H -1.701 2.402 0.504 0.2859
H -2.160 1.631 -1.016 0.3547
H 0.401 -3.057 -2.147 0.3271
H 1.567 0.907 -1.672 0.2600
H 0.193 1.520 -2.352 0.2670
H -1.457 -0.721 0.427 0.4098
H 0.021 -1.422 0.121 0.1322
H -0.804 -1.988 1.197 0.4268
H 1.209 -1.965 -1.748 0.2953
O 0.665 -2.589 -1.345 -0.6801



20
Properties=species:S:1:pos:R:3:mulliken_charge:R:1 method="wB97M-V/def2-TZVPD" e_homo_ev=-14.23 e_above_lowest_kj_mol=147.2 homo_lumo_gap_ev=11.235 max_force_ev_per_a=1.55 charge=+1
C -2.833 -1.495 -0.732 -1.0463
C -1.895 -0.316 -1.003 -0.5678
C -0.775 -0.113 -0.019 0.7087
C 0.496 -0.241 -0.378 -0.8798
N 1.487 -0.014 0.679 -0.1942
N -1.060 0.051 1.369 -0.5968
H -3.814 -1.254 -1.129 0.3064
H -2.409 -2.392 -1.159 0.3064
H -2.973 -1.700 0.333 0.3174
H -1.479 -0.362 -2.006 0.3605
H -2.422 0.651 -1.031 0.3375
H 0.856 -0.492 -1.359 0.3758
H 2.097 -0.788 0.990 0.3516
H 0.886 0.143 1.529 0.4301
H 2.115 0.793 0.559 0.3090
H -1.653 -0.709 1.684 0.2611
H -1.556 0.898 1.622 0.2558
H 3.865 1.275 -0.825 0.3123
H 4.282 2.481 0.018 0.3196
O 3.626 1.777 -0.029 -0.6671